1.
Entry from OMol25: the molecule C3H5F3 at a distorted geometry (the ωB97M-V functional and the def2-TZVPD basis).

The geometry in ORCA input format:
```
! RIJCOSX wB97M-V def2-TZVPD def2/J DEFGRID3
* xyz 0 1
C 0.389 -1.428 -0.305
C -0.595 -0.345 0.082
C -0.009 0.919 0.553
H 0.945 -1.626 0.668
H 0.995 -1.087 -1.176
H -1.197 -0.047 -0.846
H -1.238 -0.715 0.859
H 0.384 0.843 1.538
F -0.361 -2.478 -0.857
F 1.117 1.191 -0.058
F -0.600 2.148 0.580
*
```

## Properties
- ΔE to the lowest compared entry with this formula, charge and spin (kJ/mol) = 147.1
- electronic energy (hartree) = -416.8677
- HOMO (eV) = -11.8
- structure (SMILES) = FCCC(F)F
- gap between HOMO and LUMO (eV) = 12.856


2.
Entry from OMol25: the molecule C3H3N at a distorted geometry (the ωB97M-V functional and the def2-TZVPD basis).

The geometry in ORCA input format:
```
! RIJCOSX wB97M-V def2-TZVPD def2/J DEFGRID3
* xyz 0 3
C 0.507 -0.036 0.668
C 1.477 0.955 0.624
C -0.561 -0.243 -0.072
N -1.479 -0.485 -0.765
H 0.449 -0.729 1.478
H 1.241 1.476 -0.351
H -1.632 -0.939 -1.583
*
```

## Properties
- ΔE to the lowest compared entry with this formula, charge and spin (kJ/mol) = 0.0
- electronic energy (hartree) = -170.6487
- HOMO (alpha / beta) (eV) = -6.9 / -9.8
- gap between HOMO and LUMO (alpha / beta) (eV) = 7.834 / 8.821


3.
Entry from OMol25: the molecule C5H8 (the ωB97M-V functional and the def2-TZVPD basis).

The geometry in ORCA input format:
```
! RIJCOSX wB97M-V def2-TZVPD def2/J DEFGRID3
* xyz 0 1
C -0.162 -0.665 0.882
C -1.229 -0.204 -0.128
C -0.518 0.926 -0.835
C 0.805 0.817 -0.724
C 1.193 -0.289 0.232
H -0.237 -1.724 1.143
H -0.288 -0.083 1.802
H -1.461 -0.997 -0.856
H -2.176 0.092 0.336
H -1.047 1.729 -1.338
H 1.535 1.451 -1.222
H 1.676 -1.144 -0.263
H 1.909 0.090 0.972
*
```

## Properties
- ΔE to the lowest compared entry with this formula, charge and spin (kJ/mol) = 5.6
- electronic energy (hartree) = -195.2899
- HOMO (eV) = -9.1
- structure (SMILES) = C1=CCCC1
- gap between HOMO and LUMO (eV) = 10.311


4.
Entry from OMol25: a structure of composition C19H31Br12N2O4 at a distorted geometry (the ωB97M-V functional and the def2-TZVPD basis).

The geometry in ORCA input format:
```
! RIJCOSX wB97M-V def2-TZVPD def2/J DEFGRID3
* xyz 0 2
C -1.538 3.377 2.693
C -0.099 3.114 2.230
O -0.127 2.070 1.276
C 1.014 1.222 1.238
N 2.254 2.032 1.187
C 3.482 1.287 1.483
C 4.140 1.615 2.795
O 3.944 0.473 0.721
C 2.512 2.877 0.080
C 1.433 3.345 -0.858
O 3.661 3.284 -0.079
C 0.994 0.394 2.551
C 0.955 -1.126 2.385
C 0.671 -1.735 3.768
C 2.238 -1.775 1.890
N -0.216 -1.398 1.518
O -1.335 -1.217 2.102
C -0.109 -0.892 0.126
C -1.500 -0.527 -0.376
C 0.411 -2.011 -0.809
C 0.809 0.354 -0.003
H -1.740 4.437 2.782
H -1.721 2.864 3.630
H -2.203 2.954 1.946
H 0.526 2.875 3.086
H 0.298 4.033 1.799
H 4.277 0.676 3.328
H 3.532 2.269 3.407
H 5.122 2.030 2.607
H 1.774 4.266 -1.313
H 1.254 2.612 -1.636
H 0.483 3.539 -0.377
H 0.075 0.648 3.068
H 1.796 0.694 3.222
H 1.595 -1.718 4.339
H -0.046 -1.126 4.305
H 0.283 -2.742 3.675
H 3.094 -1.347 2.398
H 2.420 -1.656 0.828
H 2.182 -2.840 2.092
H -1.893 0.351 0.120
H -1.407 -0.347 -1.444
H -2.180 -1.363 -0.260
H 0.917 -2.794 -0.260
H -0.448 -2.461 -1.301
H 1.049 -1.620 -1.593
H 0.315 0.993 -0.726
H 1.760 0.069 -0.437
C -4.775 1.478 -2.893
Br -3.212 2.604 -2.949
Br -4.345 -0.375 -3.195
Br -5.759 1.721 -1.257
H -5.417 1.791 -3.703
C -1.782 3.724 -6.938
Br -0.319 3.554 -5.700
Br -2.742 2.066 -7.120
Br -2.953 5.170 -6.450
H -1.361 3.961 -7.903
C -3.806 -4.793 -3.290
Br -4.038 -3.685 -4.851
Br -2.839 -3.892 -1.892
Br -5.484 -5.485 -2.656
H -3.209 -5.640 -3.593
C 1.440 -6.566 0.296
Br 0.552 -6.558 -1.410
Br 3.351 -6.481 0.094
Br 0.784 -5.151 1.423
H 1.209 -7.501 0.784
*
```

## Properties
- electronic energy (hartree) = -32041.0929
- HOMO (alpha / beta) (eV) = -8.2 / -9.5
- gap between HOMO and LUMO (alpha / beta) (eV) = 8.068 / 9.314


5.
Entry from OMol25: a structure of composition C22H26BrN9O5Ti at a distorted geometry (the ωB97M-V functional and the def2-TZVPD basis).

The geometry in ORCA input format:
```
! RIJCOSX wB97M-V def2-TZVPD def2/J DEFGRID3
* xyz -2 1
Ti 0.529 -0.359 -0.061
O 2.557 -1.622 -3.700
C 1.546 -1.346 -4.548
C 1.783 -1.561 -5.907
C 0.806 -1.292 -6.848
C -0.432 -0.806 -6.442
C -0.673 -0.611 -5.090
C 0.292 -0.882 -4.126
C -0.015 -0.697 -2.693
O 0.993 -0.703 -1.824
N -1.218 -0.647 -2.260
N -1.236 -0.768 -0.889
C -2.506 -0.584 -0.312
C -2.985 -1.259 0.794
C -4.211 -0.820 1.426
C -4.662 -1.425 2.562
C -3.951 -2.507 3.123
C -2.814 -2.912 2.425
N -2.334 -2.355 1.328
H 2.277 -1.385 -2.791
H 2.753 -1.948 -6.195
H 1.013 -1.459 -7.899
H -1.202 -0.580 -7.170
H -1.632 -0.249 -4.741
H -3.180 0.071 -0.852
H -4.743 0.026 1.002
H -5.572 -1.067 3.038
H -4.274 -3.011 4.026
H -2.238 -3.762 2.794
N 1.989 1.628 -2.900
C 0.668 2.281 -2.910
C 0.175 2.672 -1.524
O -0.106 3.878 -1.356
N 0.099 1.715 -0.594
C -0.060 2.230 0.770
C 1.123 1.721 1.601
O 1.410 2.224 2.678
O 1.761 0.719 1.049
H 2.450 1.758 -2.009
H 2.580 2.007 -3.625
H -0.063 1.623 -3.389
H 0.683 3.221 -3.457
H -1.006 1.903 1.207
H -0.037 3.316 0.806
Br 1.806 -2.535 0.305
C -2.368 -0.960 6.432
C -1.219 -0.042 6.844
C -0.075 -0.834 7.475
C -0.759 0.820 5.672
N -0.557 0.086 4.434
C -1.029 0.367 3.234
N -0.472 -0.412 2.350
N 0.409 -1.187 3.067
N 0.362 -0.886 4.302
H -2.769 -1.482 7.303
H -2.034 -1.709 5.711
H -3.184 -0.405 5.961
H -1.591 0.672 7.587
H 0.397 -1.487 6.740
H -0.451 -1.449 8.297
H 0.694 -0.167 7.874
H 0.167 1.349 5.899
H -1.522 1.564 5.449
H -1.803 1.091 3.043
*
```

## Properties
- ΔE to the lowest compared entry with this formula, charge and spin (kJ/mol) = 403.3
- electronic energy (hartree) = -5146.5704
- HOMO (alpha / beta) (eV) = 0.1 / 0.1
- gap between HOMO and LUMO (alpha / beta) (eV) = 4.186 / 4.187


6.
Entry from OMol25: the molecule C21H20N2O at a distorted geometry (the ωB97M-V functional and the def2-TZVPD basis).

The geometry in ORCA input format:
```
! RIJCOSX wB97M-V def2-TZVPD def2/J DEFGRID3
* xyz 0 1
O -2.251 2.629 -1.682
N -0.644 -0.437 -0.777
C -1.541 1.819 -1.093
C -0.169 -0.016 0.407
C -0.868 2.363 0.071
C -0.123 1.406 0.789
C 1.125 -3.272 2.920
C 2.422 3.064 3.724
C 1.531 -3.207 1.530
C 0.333 -2.206 3.411
C 2.868 1.949 2.931
C 1.128 3.454 3.684
C 1.125 -2.182 0.720
C 0.035 -1.105 2.608
C 1.995 1.336 2.135
C 0.305 2.898 2.694
C 0.348 -1.153 1.303
C 0.671 1.897 1.925
N -1.118 0.581 -1.584
C -0.858 -0.939 -4.908
C -1.640 -2.056 -4.157
C -0.603 0.066 -3.886
C -2.242 -1.349 -2.908
C -1.700 0.102 -2.899
H -0.855 3.485 0.272
H 1.352 -4.216 3.535
H 3.079 3.401 4.483
H 2.066 -4.068 1.301
H -0.026 -2.300 4.452
H 3.783 1.351 3.093
H 0.784 4.188 4.411
H 1.279 -2.156 -0.342
H -0.371 -0.136 2.948
H 2.350 0.479 1.725
H -0.721 3.310 2.756
H 0.020 -1.310 -5.485
H -1.537 -0.577 -5.702
H -2.416 -2.581 -4.725
H -0.924 -2.736 -3.760
H 0.312 -0.233 -3.345
H -0.466 1.078 -4.287
H -3.315 -1.402 -3.021
H -2.054 -1.933 -1.954
H -2.470 0.717 -3.309
*
```

## Properties
- ΔE to the lowest compared entry with this formula, charge and spin (kJ/mol) = 391.3
- electronic energy (hartree) = -996.8904
- HOMO (eV) = -8.5
- structure (SMILES) = O=c1cc(-c2ccccc2)c(-c2ccccc2)nn1C1CCCC1
- gap between HOMO and LUMO (eV) = 8.380


7.
Entry from OMol25: the molecule C5H8N2 (the ωB97M-V functional and the def2-TZVPD basis).

The geometry in ORCA input format:
```
! RIJCOSX wB97M-V def2-TZVPD def2/J DEFGRID3
* xyz 0 1
C -1.767 1.343 -1.093
N -0.814 0.386 -0.577
C -0.824 -0.958 -0.719
C 0.248 -1.439 -0.003
C 0.857 -0.288 0.549
C 2.051 -0.200 1.449
N 0.204 0.810 0.188
H -1.768 1.352 -2.187
H -1.466 2.322 -0.721
H -2.774 1.115 -0.735
H -1.577 -1.456 -1.317
H 0.549 -2.471 0.117
H 2.846 -0.875 1.118
H 1.795 -0.465 2.482
H 2.437 0.823 1.449
*
```

## Properties
- ΔE to the lowest compared entry with this formula, charge and spin (kJ/mol) = 45.2
- electronic energy (hartree) = -304.8183
- HOMO (eV) = -8.9
- structure (SMILES) = Cc1ccn(C)n1
- gap between HOMO and LUMO (eV) = 9.977


8.
Entry from OMol25: a structure of composition C32H27BrCl3KN3O5 (the ωB97M-V functional and the def2-TZVPD basis).

The geometry in ORCA input format:
```
! RIJCOSX wB97M-V def2-TZVPD def2/J DEFGRID3
* xyz -1 1
K 0.223 0.437 -0.435
Cl -7.276 1.827 1.921
C -5.765 1.095 1.435
C -4.822 1.848 0.754
C -3.631 1.261 0.387
Cl -2.446 2.234 -0.445
C -3.283 -0.095 0.659
O -2.191 -0.636 0.308
C -4.314 -0.789 1.354
Cl -4.021 -2.474 1.739
C -5.515 -0.231 1.740
H -5.007 2.887 0.525
H -6.246 -0.823 2.272
Br -3.186 2.936 4.288
C -1.566 3.856 3.901
C -1.233 4.976 4.644
C -0.047 5.638 4.355
C 0.784 5.179 3.344
C 0.437 4.055 2.605
C -0.751 3.389 2.885
C 1.360 3.559 1.497
O 2.418 4.182 1.312
O 0.984 2.534 0.859
H -1.888 5.322 5.432
H 0.225 6.515 4.928
H 1.713 5.678 3.102
H -1.020 2.519 2.304
C -0.123 -2.384 2.581
O -0.412 -3.745 2.217
C 0.298 -4.200 1.133
C 1.465 -4.921 1.322
C 2.141 -5.445 0.229
C 1.637 -5.258 -1.050
C 0.469 -4.541 -1.244
C -0.198 -3.997 -0.156
N -1.437 -3.341 -0.265
C -2.018 -2.705 -1.269
C -1.520 -2.222 -2.483
C -2.493 -1.895 -3.477
C -2.145 -1.353 -4.671
C -0.772 -1.062 -4.915
C 0.186 -1.286 -3.980
C -0.134 -1.834 -2.677
O 0.714 -1.894 -1.763
H 0.951 -2.260 2.740
H -0.657 -2.199 3.510
H -0.488 -1.688 1.823
H 1.825 -5.062 2.333
H 3.057 -6.000 0.379
H 2.158 -5.668 -1.905
H 0.065 -4.404 -2.237
H -1.981 -3.344 0.593
H -3.076 -2.547 -1.090
H -3.535 -2.103 -3.256
H -2.893 -1.122 -5.417
H -0.489 -0.625 -5.866
H 1.220 -1.022 -4.157
C 4.982 3.837 -0.884
C 4.437 2.501 -1.264
C 4.985 1.440 -1.960
C 3.963 0.469 -2.017
N 2.875 0.903 -1.397
N 3.182 2.139 -0.959
C 3.992 -0.887 -2.645
H 6.064 3.785 -0.764
H 4.522 4.183 0.041
H 4.761 4.579 -1.654
H 5.980 1.375 -2.367
H 2.504 2.633 -0.370
H 4.879 -1.441 -2.333
H 4.015 -0.819 -3.736
H 3.106 -1.447 -2.345
*
```

## Properties
- ΔE to the lowest compared entry with this formula, charge and spin (kJ/mol) = 1.8
- electronic energy (hartree) = -6330.8036
- HOMO (eV) = -5.0
- gap between HOMO and LUMO (eV) = 6.856


- Number 6 is which compound?
  C21H20N2O